DFT (wB97M-V/def2-TZVPD) results for an isolated molecule of C4H5N3O in a non-equilibrium geometry.

LUMO energy, eV: 0.83
HOMO, eV: -9.23
Kohn-Sham gap, hartree: 0.3697
Total energy, Eh: -394.8454
Energy relative to the best compared isomer or geometry (same formula, charge and spin), kJ/mol: 320.80

Positions of all 13 atoms, in Å:
C: 1.126 0.429 0.932
C: -0.231 -1.597 0.569
C: -1.210 -1.985 -0.262
C: -1.398 -0.872 -1.125
H: 0.144 1.603 -0.697
H: 1.685 -0.072 1.683
H: 0.218 -2.089 1.419
H: -1.683 -2.954 -0.341
H: -1.994 -0.711 -2.011
N: 1.418 1.642 0.703
N: 0.099 -0.326 0.246
N: -0.616 0.136 -0.780
O: 0.700 2.277 -0.239